Arrangement w

C2H3N3O | ωB97M-V with the def2-TZVPD basis set

Geometry as ORCA input:
```
! RIJCOSX wB97M-V def2-TZVPD def2/J DEFGRID3
* xyz 0 1
C -1.175 0.108 0.036
C 0.313 -0.047 0.104
N 0.750 -1.261 0.660
O 1.821 -1.710 0.306
N 1.850 1.655 -0.753
N 1.129 0.848 -0.407
H -1.458 1.053 -0.430
H -1.609 -0.709 -0.553
H -1.621 0.063 1.036
*
```

As for the HOMO-LUMO gap (alpha / beta): 8.68 / 8.68 eV.

Löwdin atomic charge list, values in e, 6 entries:
1 C -0.05
2 C -0.36
3 N -0.04
4 O -0.04
5 N 0.26
6 N -0.01

=====

Arrangement x

C2H3N3O | ωB97M-V with the def2-TZVPD basis set

Geometry as ORCA input:
```
! RIJCOSX wB97M-V def2-TZVPD def2/J DEFGRID3
* xyz 0 1
N -0.676 -1.249 -1.002
C -0.337 -0.453 0.048
N 0.141 0.750 -0.369
C 0.669 1.463 0.625
N 0.380 1.186 1.840
O -0.425 -0.803 1.254
H -0.332 -0.941 -1.902
H -0.803 -2.236 -0.865
H 1.384 2.284 0.371
*
```

As for the HOMO-LUMO gap (alpha / beta): 7.56 / 7.34 eV.

Löwdin atomic charge list, values in e, 6 entries:
1 N 0.16
2 C -0.61
3 N 0.06
4 C -0.33
5 N 0.30
6 O 0.06

=====

Which of them is the least stable? Correct choice: arrangement w.

=====

Arrangement w

C2H3N3O | ωB97M-V with the def2-TZVPD basis set

Geometry as ORCA input:
```
! RIJCOSX wB97M-V def2-TZVPD def2/J DEFGRID3
* xyz 0 1
H 2.692 0.526 0.000
N 1.934 -0.321 0.023
C 0.688 -0.032 -0.208
N -0.142 -1.286 -0.161
C -1.277 -0.857 0.061
O -1.564 0.496 -0.106
N -0.240 0.951 -0.111
H -2.219 -1.471 0.180
H 0.129 1.994 0.321
*
```

As for the HOMO-LUMO gap: 9.51 eV.

Löwdin atomic charge list, values in e, 6 entries:
1 H 0.10
2 N 0.07
3 C -0.50
4 N 0.15
5 C -0.23
6 O -0.01

=====

Arrangement x

C2H3N3O | ωB97M-V with the def2-TZVPD basis set

Geometry as ORCA input:
```
! RIJCOSX wB97M-V def2-TZVPD def2/J DEFGRID3
* xyz 0 1
C -1.340 0.000 0.015
C 0.158 -0.078 0.024
N 0.975 0.861 -0.651
N 2.169 0.525 -0.457
O 2.265 -0.550 0.280
N 0.799 -0.996 0.638
H -1.623 0.966 0.439
H -1.670 -0.084 -1.024
H -1.830 -0.791 0.597
*
```

As for the HOMO-LUMO gap: 12.02 eV.

Löwdin atomic charge list, values in e, 6 entries:
1 C -0.02
2 C -0.43
3 N 0.07
4 N -0.02
5 O -0.07
6 N 0.21

=====

Which of them is the least stable? Correct choice: arrangement w.

=====

Arrangement w

C2H3N3O | ωB97M-V with the def2-TZVPD basis set

Geometry as ORCA input:
```
! RIJCOSX wB97M-V def2-TZVPD def2/J DEFGRID3
* xyz 0 1
O 1.775 -0.203 -0.029
N 0.412 -0.136 0.047
C -0.482 -1.161 0.002
N -1.705 -0.684 -0.025
N -1.624 0.660 0.012
C -0.347 0.994 -0.002
H 2.042 0.736 0.061
H -0.154 -2.210 0.016
H 0.083 2.004 -0.082
*
```

As for the HOMO-LUMO gap: 10.34 eV.

Löwdin atomic charge list, values in e, 6 entries:
1 O 0.06
2 N -0.15
3 C -0.14
4 N 0.00
5 N -0.01
6 C -0.15

=====

Arrangement x

C2H3N3O | ωB97M-V with the def2-TZVPD basis set

Geometry as ORCA input:
```
! RIJCOSX wB97M-V def2-TZVPD def2/J DEFGRID3
* xyz 0 1
H -0.048 -0.031 -2.716
N -0.468 0.584 -2.171
C -0.366 0.199 -0.977
N 0.822 -0.483 -0.369
C 0.612 -0.612 0.869
N -0.396 0.047 1.226
O -0.891 0.907 0.207
H 1.264 -1.024 1.768
H -0.529 0.412 2.164
*
```

As for the HOMO-LUMO gap: 9.81 eV.

Löwdin atomic charge list, values in e, 6 entries:
1 H -0.01
2 N 0.18
3 C -0.33
4 N 0.11
5 C -0.30
6 N 0.00

=====

Which of them is the least stable? Correct choice: arrangement x.

=====

Arrangement w

C2H3N3O | ωB97M-V with the def2-TZVPD basis set

Geometry as ORCA input:
```
! RIJCOSX wB97M-V def2-TZVPD def2/J DEFGRID3
* xyz 0 1
N -1.508 0.052 -0.363
C -0.164 -0.040 -0.093
C 0.644 -0.284 0.949
O 1.904 -0.220 0.595
N 1.875 -0.080 -0.789
N 0.698 0.029 -1.173
H -1.599 0.238 -1.346
H -2.203 0.606 0.209
H 0.353 -0.302 2.011
*
```

As for the HOMO-LUMO gap: 9.81 eV.

Löwdin atomic charge list, values in e, 6 entries:
1 N 0.09
2 C -0.40
3 C -0.12
4 O -0.01
5 N 0.03
6 N 0.07

=====

Arrangement x

C2H3N3O | ωB97M-V with the def2-TZVPD basis set

Geometry as ORCA input:
```
! RIJCOSX wB97M-V def2-TZVPD def2/J DEFGRID3
* xyz 0 1
C 0.208 -0.610 0.053
N -0.393 0.661 0.380
N 1.866 -0.091 0.229
C -1.606 0.117 -0.001
O 2.288 0.879 -0.292
N -2.758 -0.011 -0.117
H -0.060 1.445 -0.178
H 0.240 -1.054 -0.944
H 0.214 -1.337 0.870
*
```

As for the HOMO-LUMO gap: 8.42 eV.

Löwdin atomic charge list, values in e, 6 entries:
1 C -0.17
2 N 0.03
3 N -0.02
4 C -0.38
5 O 0.01
6 N 0.16

=====

Which of them is the least stable? Correct choice: arrangement x.

=====

Arrangement w

C2H5NO2 | ωB97M-V with the def2-TZVPD basis set

Geometry as ORCA input:
```
! RIJCOSX wB97M-V def2-TZVPD def2/J DEFGRID3
* xyz 0 1
C -1.282 -0.710 0.101
O -1.081 0.693 -0.495
C 0.185 1.222 -0.011
N 1.421 0.815 0.006
O 1.758 -0.728 -0.405
H -2.339 -0.624 -0.155
H -0.929 -1.520 -0.561
H -0.785 -0.870 1.118
H 0.371 2.369 0.032
H 2.682 -0.647 0.371
*
```

As for the HOMO-LUMO gap: 10.77 eV.

Löwdin atomic charge list, values in e, 6 entries:
1 C -0.04
2 O -0.15
3 C -0.23
4 N 0.02
5 O -0.23
6 H 0.08

=====

Arrangement x

C2H5NO2 | ωB97M-V with the def2-TZVPD basis set

Geometry as ORCA input:
```
! RIJCOSX wB97M-V def2-TZVPD def2/J DEFGRID3
* xyz 0 1
C -1.316 0.826 -1.048
O -0.274 0.922 -0.010
C 0.407 -0.304 0.184
N 1.132 -0.279 1.329
O 0.272 -1.299 -0.465
H -1.647 1.929 -1.198
H -2.283 0.302 -0.760
H -0.888 0.379 -2.018
H 0.985 0.497 1.938
H 1.383 -1.270 1.721
*
```

As for the HOMO-LUMO gap: 11.30 eV.

Löwdin atomic charge list, values in e, 6 entries:
1 C -0.07
2 O -0.09
3 C -0.63
4 N 0.15
5 O 0.08
6 H 0.10

=====

Arrangement y

C2H5NO2 | ωB97M-V with the def2-TZVPD basis set

Geometry as ORCA input:
```
! RIJCOSX wB97M-V def2-TZVPD def2/J DEFGRID3
* xyz 0 1
C -0.446 1.158 -0.197
C -0.297 -0.172 -0.709
O 0.619 -2.077 0.250
O 0.708 1.896 0.180
N -0.251 -0.925 0.388
H 0.314 -2.666 0.955
H 1.383 1.288 0.512
H -1.135 1.847 -0.674
H -0.508 0.253 0.998
H -0.388 -0.603 -1.703
*
```

As for the HOMO-LUMO gap: 8.63 eV.

Löwdin atomic charge list, values in e, 6 entries:
1 C -0.24
2 C -0.14
3 O -0.06
4 O -0.08
5 N -0.07
6 H 0.09

=====

Arrangement z

C2H5NO2 | ωB97M-V with the def2-TZVPD basis set

Geometry as ORCA input:
```
! RIJCOSX wB97M-V def2-TZVPD def2/J DEFGRID3
* xyz 0 1
C 1.291 -0.191 0.119
N -0.036 0.135 -0.233
O -0.320 1.530 -0.010
C -1.121 -0.539 -0.049
O -2.213 0.027 0.132
H 1.349 0.302 1.148
H 2.073 0.187 -0.634
H 1.314 -1.246 0.122
H -1.343 1.463 -0.263
H -0.994 -1.668 -0.332
*
```

As for the HOMO-LUMO gap: 10.45 eV.

Löwdin atomic charge list, values in e, 6 entries:
1 C -0.04
2 N -0.21
3 O -0.03
4 C -0.34
5 O -0.01
6 H 0.13

=====

Which of them is the least stable? Correct choice: arrangement y.

=====

Arrangement w

C2H5NO2 | ωB97M-V with the def2-TZVPD basis set

Geometry as ORCA input:
```
! RIJCOSX wB97M-V def2-TZVPD def2/J DEFGRID3
* xyz 0 1
O 1.174 1.202 0.840
C 1.271 -0.127 0.265
C -0.082 -0.410 -0.525
N -1.161 -0.116 0.045
O -2.263 -0.381 -0.664
H 0.432 1.055 1.512
H 2.025 -0.201 -0.585
H 1.410 -0.787 1.070
H -0.065 -0.699 -1.534
H -2.740 0.463 -0.424
*
```

As for the HOMO-LUMO gap: 10.90 eV.

Löwdin atomic charge list, values in e, 6 entries:
1 O -0.11
2 C -0.20
3 C -0.10
4 N -0.08
5 O -0.05
6 H 0.11

=====

Arrangement x

C2H5NO2 | ωB97M-V with the def2-TZVPD basis set

Geometry as ORCA input:
```
! RIJCOSX wB97M-V def2-TZVPD def2/J DEFGRID3
* xyz 0 1
N -0.015 1.012 0.583
C 1.294 1.080 1.004
O 2.184 0.381 0.575
H -0.508 1.789 0.985
H -0.112 0.611 -0.326
H 1.556 1.843 1.739
C -1.600 -1.723 -1.441
O -1.652 -0.818 -0.661
H -1.629 -1.541 -2.529
H -1.390 -2.759 -1.122
*
```

As for the HOMO-LUMO gap: 10.30 eV.

Löwdin atomic charge list, values in e, 6 entries:
1 N 0.11
2 C -0.41
3 O 0.00
4 H 0.09
5 H 0.07
6 H 0.12

=====

Arrangement y

C2H5NO2 | ωB97M-V with the def2-TZVPD basis set

Geometry as ORCA input:
```
! RIJCOSX wB97M-V def2-TZVPD def2/J DEFGRID3
* xyz 0 1
N -0.356 1.221 -0.307
C -0.563 0.535 -1.473
O -1.344 -0.399 -1.617
H -0.504 2.259 -0.492
H -0.399 0.894 0.565
H 0.041 0.973 -2.453
C 0.812 -1.429 1.429
O 0.801 -0.316 1.981
H 0.642 -1.352 0.348
H 0.872 -2.388 2.019
*
```

As for the HOMO-LUMO gap: 10.54 eV.

Löwdin atomic charge list, values in e, 6 entries:
1 N 0.10
2 C -0.42
3 O -0.01
4 H 0.14
5 H 0.00
6 H 0.16

=====

Arrangement z

C2H5NO2 | ωB97M-V with the def2-TZVPD basis set

Geometry as ORCA input:
```
! RIJCOSX wB97M-V def2-TZVPD def2/J DEFGRID3
* xyz 0 1
N -1.663 0.657 -0.050
O -1.612 -0.696 -0.120
H -2.358 1.040 -0.718
H -1.937 0.980 0.901
H -0.732 1.076 -0.263
C 2.287 -0.954 0.020
C 1.785 0.226 -0.035
O 1.263 1.269 -0.119
H 1.638 -1.790 -0.159
H 3.313 -1.157 0.252
*
```

As for the HOMO-LUMO gap: 9.18 eV.

Löwdin atomic charge list, values in e, 6 entries:
1 N -0.10
2 O -0.32
3 H 0.15
4 H 0.15
5 H 0.10
6 C 0.02

=====

Which of them is the least stable? Correct choice: arrangement z.

=====

Arrangement w

C2H5NO2 | ωB97M-V with the def2-TZVPD basis set

Geometry as ORCA input:
```
! RIJCOSX wB97M-V def2-TZVPD def2/J DEFGRID3
* xyz 0 1
N -0.090 -2.666 -0.714
C -0.951 -3.034 0.337
O -0.649 -4.031 0.941
H -0.139 -1.852 -1.269
H 0.747 -3.151 -0.625
H -1.760 -2.479 0.529
C 0.707 5.033 -0.686
O 0.874 4.464 0.383
H -0.223 4.904 -1.230
H 1.665 5.782 -0.903
*
```

As for the HOMO-LUMO gap: 10.90 eV.

Löwdin atomic charge list, values in e, 6 entries:
1 N 0.12
2 C -0.36
3 O 0.02
4 H 0.07
5 H 0.07
6 H 0.08

=====

Arrangement x

C2H5NO2 | ωB97M-V with the def2-TZVPD basis set

Geometry as ORCA input:
```
! RIJCOSX wB97M-V def2-TZVPD def2/J DEFGRID3
* xyz 0 1
C -0.190 -0.966 -0.715
N 0.294 0.355 -0.406
O 1.737 -0.010 0.077
C -0.525 0.772 0.585
O -1.596 0.055 0.692
H -0.005 -1.740 0.050
H 0.091 -1.183 -1.678
H -1.221 -0.952 -1.079
H 2.254 0.522 -0.683
H -0.016 1.668 0.854
*
```

As for the HOMO-LUMO gap: 10.23 eV.

Löwdin atomic charge list, values in e, 6 entries:
1 C -0.13
2 N -0.12
3 O -0.07
4 C -0.23
5 O -0.02
6 H 0.12

=====

Arrangement y

C2H5NO2 | ωB97M-V with the def2-TZVPD basis set

Geometry as ORCA input:
```
! RIJCOSX wB97M-V def2-TZVPD def2/J DEFGRID3
* xyz 0 1
N -0.259 1.203 -0.725
C 0.195 0.546 0.545
C -0.344 -0.892 0.504
O -1.522 -1.018 0.817
O 0.311 -1.626 -0.352
H 0.226 2.157 -0.938
H -0.035 0.572 -1.488
H -0.028 1.197 1.352
H 1.332 0.469 0.475
H 0.123 -2.608 -0.188
*
```

As for the HOMO-LUMO gap: 9.92 eV.

Löwdin atomic charge list, values in e, 6 entries:
1 N -0.02
2 C -0.18
3 C -0.54
4 O 0.09
5 O 0.10
6 H 0.11

=====

Which of them is the least stable? Correct choice: arrangement x.

=====

Arrangement w

C2H5NO2 | ωB97M-V with the def2-TZVPD basis set

Geometry as ORCA input:
```
! RIJCOSX wB97M-V def2-TZVPD def2/J DEFGRID3
* xyz 0 1
C 0.199 -1.386 -0.160
C 0.017 0.024 0.396
O -0.589 0.205 1.450
N 0.371 1.135 -0.379
O -0.106 2.316 0.143
H -0.837 -2.001 0.259
H 1.196 -1.881 0.264
H 0.191 -1.414 -1.397
H 0.404 1.144 -1.399
H -0.846 1.858 0.823
*
```

As for the HOMO-LUMO gap: 10.21 eV.

Löwdin atomic charge list, values in e, 6 entries:
1 C -0.05
2 C -0.54
3 O 0.02
4 N -0.04
5 O -0.08
6 H 0.15

=====

Arrangement x

C2H5NO2 | ωB97M-V with the def2-TZVPD basis set

Geometry as ORCA input:
```
! RIJCOSX wB97M-V def2-TZVPD def2/J DEFGRID3
* xyz 0 1
N 0.876 -1.111 0.698
C -0.345 -0.382 0.499
C -0.524 0.505 -0.720
O -1.317 0.304 -1.593
O 0.315 1.586 -0.701
H 1.728 -0.583 0.779
H 1.009 -1.947 0.152
H -0.377 0.285 1.414
H -1.222 -1.048 0.480
H -0.143 2.390 -1.006
*
```

As for the HOMO-LUMO gap: 9.98 eV.

Löwdin atomic charge list, values in e, 6 entries:
1 N 0.00
2 C -0.21
3 C -0.51
4 O 0.11
5 O 0.07
6 H 0.07

=====

Which of them is the least stable? Correct choice: arrangement w.

=====

Arrangement w

C2H5NO | ωB97M-V with the def2-TZVPD basis set

Geometry as ORCA input:
```
! RIJCOSX wB97M-V def2-TZVPD def2/J DEFGRID3
* xyz 0 1
C 0.493 -0.228 0.784
C 0.036 -0.285 -0.618
N -0.805 0.834 -1.145
O -1.334 -0.454 -0.864
H -0.185 0.378 1.305
H 1.400 0.216 0.830
H 0.518 -1.105 1.400
H 0.657 -0.848 -1.407
H -0.780 1.490 -0.286
*
```

As for the HOMO-LUMO gap: 10.91 eV.

Löwdin atomic charge list, values in e, 6 entries:
1 C -0.04
2 C -0.38
3 N 0.02
4 O -0.08
5 H 0.07
6 H 0.05

=====

Arrangement x

C2H5NO | ωB97M-V with the def2-TZVPD basis set

Geometry as ORCA input:
```
! RIJCOSX wB97M-V def2-TZVPD def2/J DEFGRID3
* xyz 0 1
C 0.189 -0.831 -1.320
N -0.508 -0.437 -0.330
C 0.054 0.186 0.749
O -0.612 1.390 0.860
H -0.486 -1.231 -2.213
H 1.247 -0.618 -1.558
H 1.168 0.426 0.568
H 0.006 -0.493 1.543
H -1.058 1.608 1.700
*
```

As for the HOMO-LUMO gap: 10.53 eV.

Löwdin atomic charge list, values in e, 6 entries:
1 C -0.04
2 N -0.04
3 C -0.40
4 O -0.03
5 H 0.10
6 H 0.07

=====

Which of them is the least stable? Correct choice: arrangement w.